Density functional theory data (the ωB97M-V functional and the def2-TZVPD basis) for a 14-piece molecular cluster, C72H178N14O4 overall at a distorted geometry.

Output
Lowest unoccupied orbital energy (eV): -0.08
Orbital gap (eV): 7.976
Energy above the lowest of the compared OMol25 structures with the same formula, charge and spin (kJ/mol): 0.00

Cartesian coordinates (Å):
C  5.482  6.993  2.957
C  3.958  7.095  3.199
N  3.315  6.088  4.079
C  1.976  6.405  4.499
C  0.864  6.111  3.464
C  3.572  4.729  3.603
C  3.142  3.691  4.665
H  5.733  7.851  2.333
H  5.815  6.101  2.426
H  6.008  6.897  3.906
H  3.874  7.995  3.808
H  3.382  7.248  2.287
H  1.792  5.836  5.410
H  1.867  7.427  4.863
H  -0.013  6.624  3.857
H  1.204  6.504  2.506
H  0.668  5.042  3.381
H  4.655  4.638  3.528
H  2.980  4.585  2.699
H  3.331  2.679  4.308
H  2.089  3.748  4.939
H  3.739  3.820  5.568
C  -4.328  4.392  -2.739
C  -4.171  5.413  -3.910
N  -2.767  5.523  -4.276
C  -2.031  6.586  -3.559
C  -1.819  6.264  -2.089
C  -2.526  5.734  -5.710
C  -1.212  5.208  -6.207
H  -3.992  3.374  -2.939
H  -5.407  4.250  -2.681
H  -3.997  4.782  -1.776
H  -4.753  5.059  -4.760
H  -4.630  6.370  -3.663
H  -1.052  6.651  -4.034
H  -2.431  7.585  -3.729
H  -2.731  6.449  -1.521
H  -1.537  5.240  -1.845
H  -1.093  6.917  -1.604
H  -2.567  6.819  -5.807
H  -3.399  5.439  -6.292
H  -1.229  4.118  -6.181
H  -0.367  5.674  -5.702
H  -1.126  5.572  -7.231
C  3.530  4.421  -2.009
C  3.575  5.054  -3.405
N  4.887  5.262  -3.958
C  5.772  6.116  -3.147
C  5.213  7.488  -2.778
C  4.717  5.761  -5.375
C  6.088  5.717  -6.117
H  4.223  3.582  -1.955
H  2.506  4.170  -1.733
H  3.910  5.172  -1.316
H  3.062  4.365  -4.077
H  3.004  5.982  -3.378
H  5.941  5.468  -2.287
H  6.760  6.154  -3.608
H  5.230  8.219  -3.587
H  4.211  7.435  -2.352
H  5.818  7.897  -1.969
H  4.377  6.797  -5.368
H  3.958  5.236  -5.955
H  6.819  6.399  -5.682
H  5.972  6.004  -7.163
H  6.552  4.731  -6.114
C  6.160  -5.707  0.023
C  7.337  -6.158  0.904
N  8.152  -7.219  0.265
C  9.441  -7.466  0.957
C  10.396  -6.267  1.064
C  7.430  -8.499  0.213
C  8.009  -9.420  -0.930
H  5.335  -6.405  0.169
H  6.315  -5.593  -1.050
H  5.733  -4.773  0.387
H  7.950  -5.290  1.149
H  6.865  -6.497  1.826
H  10.050  -8.234  0.482
H  9.397  -7.872  1.968
H  9.984  -5.482  1.698
H  10.547  -5.922  0.042
H  11.406  -6.485  1.412
H  7.411  -9.028  1.166
H  6.365  -8.443  -0.015
H  8.157  -8.802  -1.815
H  8.956  -9.883  -0.652
H  7.371  -10.256  -1.216
C  -1.650  -8.611  -2.868
C  -0.565  -8.425  -3.966
N  -0.261  -7.092  -4.407
C  0.296  -6.313  -3.317
C  0.877  -4.962  -3.806
C  -1.472  -6.402  -4.901
C  -2.182  -7.093  -6.055
H  -1.487  -7.929  -2.034
H  -1.684  -9.610  -2.434
H  -2.637  -8.304  -3.215
H  0.353  -8.775  -3.496
H  -0.660  -9.142  -4.782
H  -0.471  -6.197  -2.551
H  1.138  -6.743  -2.775
H  1.765  -4.656  -3.253
H  1.115  -5.030  -4.867
H  0.138  -4.165  -3.725
H  -1.152  -5.473  -5.371
H  -2.157  -6.089  -4.112
H  -2.130  -8.172  -5.913
H  -1.512  -6.933  -6.900
H  -3.178  -6.679  -6.212
C  7.102  0.036  0.268
C  7.035  0.628  1.676
N  8.293  0.575  2.421
C  8.168  0.949  3.829
C  7.402  -0.131  4.583
C  9.423  1.169  1.771
C  9.284  2.667  1.645
H  7.180  -1.051  0.295
H  7.927  0.493  -0.279
H  6.126  0.172  -0.199
H  6.709  1.667  1.646
H  6.256  0.034  2.154
H  9.109  1.133  4.348
H  7.617  1.886  3.909
H  7.332  0.093  5.647
H  6.338  -0.168  4.350
H  7.796  -1.144  4.508
H  9.563  0.719  0.788
H  10.281  0.851  2.364
H  10.221  3.223  1.674
H  8.695  3.084  2.462
H  8.726  2.909  0.741
C  -6.487  -3.197  9.238
C  -6.033  -2.394  7.995
N  -6.056  -3.099  6.700
C  -5.323  -2.286  5.697
C  -6.053  -1.035  5.307
C  -5.381  -4.402  6.849
C  -5.549  -5.246  5.590
H  -7.283  -3.907  9.010
H  -6.883  -2.533  10.006
H  -5.666  -3.784  9.649
H  -6.683  -1.531  7.851
H  -5.021  -2.028  8.169
H  -4.255  -2.117  5.835
H  -5.331  -2.874  4.780
H  -5.438  -0.496  4.587
H  -6.962  -1.226  4.736
H  -6.275  -0.353  6.127
H  -5.854  -4.968  7.652
H  -4.335  -4.260  7.120
H  -5.167  -4.708  4.722
H  -6.599  -5.468  5.396
H  -4.987  -6.173  5.700
C  -6.641  5.475  3.204
C  -7.915  5.800  2.435
N  -9.192  5.753  3.229
C  -10.383  6.247  2.528
C  -10.372  7.779  2.337
C  -9.427  4.378  3.759
C  -9.668  3.272  2.670
H  -6.611  4.463  3.607
H  -6.414  6.237  3.950
H  -5.791  5.523  2.524
H  -7.737  6.717  1.872
H  -7.932  5.141  1.567
H  -11.274  5.959  3.087
H  -10.454  5.786  1.543
H  -11.348  8.242  2.188
H  -9.765  8.105  1.492
H  -9.929  8.204  3.238
H  -8.593  4.044  4.377
H  -10.291  4.454  4.419
H  -10.201  3.660  1.802
H  -8.767  2.835  2.240
H  -10.215  2.396  3.019
C  -5.250  -3.091  -0.197
C  -6.574  -2.285  -0.303
N  -7.601  -3.105  -0.925
C  -7.974  -4.340  -0.154
C  -8.621  -4.088  1.243
C  -8.650  -2.157  -1.275
C  -9.841  -2.789  -1.967
H  -5.295  -3.952  0.470
H  -4.506  -2.442  0.265
H  -5.095  -3.439  -1.219
H  -6.921  -1.947  0.674
H  -6.358  -1.378  -0.866
H  -8.719  -4.869  -0.747
H  -7.133  -5.029  -0.079
H  -7.930  -3.509  1.855
H  -9.564  -3.543  1.224
H  -8.775  -5.062  1.708
H  -8.299  -1.446  -2.023
H  -8.952  -1.680  -0.343
H  -10.646  -3.040  -1.277
H  -9.651  -3.603  -2.666
H  -10.398  -2.056  -2.551
C  4.112  -0.246  -5.564
C  3.996  0.145  -7.062
N  2.918  -0.611  -7.700
C  2.337  0.150  -8.843
C  3.321  0.510  -9.919
C  3.492  -1.898  -8.137
C  2.436  -2.876  -8.658
H  3.152  -0.393  -5.070
H  4.548  0.603  -5.038
H  4.659  -1.182  -5.441
H  3.688  1.180  -6.907
H  4.976  0.151  -7.539
H  1.527  -0.437  -9.277
H  1.914  1.092  -8.494
H  3.613  -0.258  -10.636
H  2.812  1.213  -10.578
H  4.219  1.003  -9.546
H  3.936  -2.348  -7.249
H  4.216  -1.738  -8.936
H  2.102  -2.558  -9.645
H  1.536  -2.958  -8.049
H  2.923  -3.846  -8.762
C  0.649  -0.519  0.128
C  0.391  -0.221  1.605
O  1.123  -0.717  2.436
N  -0.505  0.665  1.980
C  -1.465  1.342  1.112
H  -0.112  -1.224  -0.207
H  1.610  -1.017  0.002
H  0.680  0.322  -0.565
H  -0.576  0.889  2.962
H  -1.055  1.639  0.147
H  -1.832  2.248  1.593
H  -2.348  0.762  0.846
C  -4.859  -1.418  -6.341
C  -4.543  0.013  -5.952
O  -5.440  0.814  -5.869
N  -3.315  0.409  -5.680
C  -2.170  -0.482  -5.462
H  -5.928  -1.627  -6.385
H  -4.414  -2.116  -5.632
H  -4.377  -1.602  -7.301
H  -3.171  1.358  -5.365
H  -1.464  -0.125  -4.713
H  -1.577  -0.663  -6.359
H  -2.483  -1.485  -5.173
C  -1.977  1.911  8.917
C  -1.085  1.004  8.107
O  -1.174  0.930  6.868
N  -0.279  0.195  8.786
C  0.584  -0.854  8.148
H  -1.631  2.035  9.943
H  -3.019  1.594  8.914
H  -1.964  2.876  8.411
H  -0.028  0.471  9.724
H  1.609  -0.525  7.979
H  0.202  -1.114  7.161
H  0.520  -1.755  8.758
C  0.789  -5.223  3.457
C  1.887  -5.462  4.448
O  2.172  -6.616  4.855
N  2.695  -4.418  4.681
C  3.877  -4.399  5.574
H  1.154  -4.591  2.647
H  -0.090  -4.905  4.017
H  0.506  -6.170  2.996
H  2.480  -3.528  4.257
H  4.821  -4.546  5.049
H  3.859  -5.158  6.356
H  3.910  -3.480  6.159